37
Properties=species:S:1:pos:R:3:forces:R:3 method="wB97M-V/def2-TZVPD" lumo_energy_ha=0.057 charge=-1 e_homo_ev=-4.27 orbital_gap_ev=5.823
N 0.626216 0.101459 0.307351 3.3 2.1 -0.3
H 1.274216 0.184459 1.169351 -1.9 -0.2 -1.5
H 1.244216 0.512459 -0.505649 -2.0 -1.1 1.4
H -0.237784 0.628459 0.330351 -0.3 1.1 0.4
H 0.275216 -0.816541 0.175351 0.1 -1.6 -0.4
S -2.565784 1.110459 -1.938649 -3.8 4.9 -1.3
O -3.402784 1.070459 -3.135649 0.3 -0.9 0.0
O -2.033784 -0.148541 -1.533649 1.9 -4.3 0.7
O -1.371784 1.938459 -2.282649 0.9 0.9 0.5
O -3.334784 1.661459 -0.812649 0.8 0.0 0.1
O -0.741784 -3.643541 0.874351 -2.2 0.2 3.0
H -0.429784 -3.539541 0.040351 2.5 -0.1 -4.3
H -1.530784 -3.096541 0.655351 -0.2 0.1 1.4
O -0.892784 1.657459 2.821351 1.5 -2.7 0.3
H -0.312784 2.403459 2.848351 0.3 1.1 -0.2
H -0.229784 0.881459 2.946351 -2.0 1.6 -0.2
O -0.915784 -2.305541 -1.957649 4.8 2.2 4.6
H -1.258784 -2.867541 -2.523649 -3.2 -3.6 -4.1
H -1.395784 -1.513541 -1.704649 -1.0 0.8 -1.2
O 3.246216 1.957459 0.661351 1.0 -0.3 -1.5
H 3.113216 2.953459 0.535351 0.5 -2.4 -0.6
H 3.759216 1.451459 -0.097649 -1.6 2.5 2.1
O 0.082216 3.044459 -0.399649 -2.6 -3.6 2.9
H -0.522784 2.603459 -1.079649 -0.4 0.0 0.3
H 0.529216 3.587459 -0.929649 3.0 3.6 -3.1
O 0.621216 0.606459 -3.167649 3.3 -3.6 -1.3
H -0.140784 1.050459 -2.875649 -2.9 1.3 0.8
H 0.399216 -0.354541 -3.364649 0.0 2.1 0.6
O 3.278216 -1.815541 1.076351 -7.0 1.0 2.0
H 4.115216 -1.777541 1.270351 7.3 0.3 1.6
H 3.183216 -2.082541 0.221351 -0.4 -1.2 -3.6
O 0.574216 -0.651541 3.532351 -0.1 -3.3 -0.7
H 1.390216 -0.314541 3.835351 1.5 1.0 0.8
H 0.830216 -1.639541 3.425351 -1.1 2.2 -0.1
O -2.360784 -1.276541 0.641351 0.1 -0.3 1.9
H -2.232784 -1.029541 -0.314649 -1.0 1.4 1.1
H -2.629784 -0.531541 1.256351 0.4 -1.0 -2.0

***

87
Properties=species:S:1:pos:R:3:forces:R:3 method="wB97M-V/def2-TZVPD" lumo_energy_ha="-0.254 / -0.258" charge=+2 e_homo_ev="-13.89 / -13.93" orbital_gap_ev="6.975 / 6.905"
Ir -0.588353 0.654982 0.804614 -0.7 -0.4 1.1
C -2.305353 -2.607218 3.346314 0.1 0.3 0.1
C -1.864853 -2.148618 2.114214 0.0 0.0 -0.1
N -1.355953 -0.922318 2.250014 0.7 1.6 -1.4
N -1.447653 -0.581918 3.541214 -0.2 0.1 0.4
C -2.021553 -1.575118 4.225514 -0.1 -0.4 -0.3
B -0.808453 0.685382 4.123614 0.1 0.0 -0.7
N -1.472153 1.939782 3.533414 -0.2 0.1 0.4
C -1.987453 2.958082 4.229414 -0.1 0.4 -0.3
C -2.307653 3.975782 3.348014 0.1 -0.3 0.1
C -1.952353 3.480182 2.102714 0.0 0.0 0.0
N -1.454653 2.245482 2.229314 0.8 -1.4 -0.9
N 0.664747 0.699682 3.685814 -0.1 0.0 0.7
C 1.730747 0.721582 4.492914 0.4 0.0 -0.3
C 2.870147 0.751082 3.709114 -0.4 0.0 0.0
C 2.396747 0.743482 2.406014 0.2 0.0 0.0
N 1.063747 0.710582 2.407314 -1.4 0.0 -1.4
H -2.759453 -3.547818 3.572614 -0.1 -0.2 0.0
H -1.896553 -2.648618 1.165614 0.0 0.0 -0.1
H -2.204853 -1.500918 5.278014 0.1 0.1 0.2
H -0.890653 0.686482 5.298014 -0.1 0.0 0.3
H -2.109753 2.909382 5.292014 0.1 -0.1 0.2
H -2.729753 4.932482 3.570714 -0.1 0.2 0.1
H -2.030853 3.988682 1.162614 0.0 0.0 -0.3
H 1.628047 0.715682 5.558014 -0.1 0.0 0.2
H 3.888847 0.772982 4.028714 0.3 0.0 0.1
H 2.972647 0.767282 1.505014 0.0 0.0 -0.1
N -1.700253 2.167082 -0.785886 0.6 -0.4 1.0
C -2.094153 1.734182 -2.094486 -0.2 -0.5 -0.8
C -2.385753 2.666682 -3.085786 0.0 0.0 0.2
C -2.893453 2.247182 -4.301986 0.0 0.0 0.1
C -3.124153 0.900482 -4.535386 0.0 -0.1 0.0
C -2.800153 -0.036218 -3.571386 0.0 0.2 0.1
C -2.255753 0.377782 -2.356786 0.2 0.2 0.6
P -1.598653 -0.852618 -1.174586 0.4 0.6 -0.5
C -0.218253 -1.565218 -2.119986 0.1 -0.1 0.4
C 0.343247 -0.904718 -3.209686 -0.2 -0.1 0.0
C 1.421847 -1.463418 -3.869486 0.0 0.0 -0.1
C 1.951247 -2.672518 -3.445886 0.0 0.0 0.0
C 1.393447 -3.337118 -2.364886 0.1 0.0 -0.1
C 0.324347 -2.777318 -1.691386 -0.2 0.2 -0.1
C -2.894653 -2.140018 -1.273686 0.1 0.1 0.7
C -2.785053 -3.213618 -2.158986 0.2 0.2 0.0
C -3.845253 -4.086718 -2.321086 -0.1 0.0 0.0
C -5.014653 -3.908518 -1.599386 0.1 0.0 0.0
C -5.124553 -2.853418 -0.704686 0.0 0.0 0.0
C -4.069253 -1.975018 -0.537686 0.1 0.1 0.0
H -1.150453 3.021082 -0.869186 0.1 -0.1 0.2
H -2.543453 2.393882 -0.258286 0.2 0.0 0.1
H -2.244353 3.720782 -2.894486 0.0 0.1 0.0
H -3.136053 2.974782 -5.060386 0.0 0.1 -0.1
H -3.546753 0.578782 -5.473486 0.0 0.0 -0.1
H -2.961353 -1.088218 -3.755386 0.0 -0.1 -0.1
H -0.059953 0.040682 -3.538886 0.0 0.1 -0.1
H 1.839247 -0.958918 -4.726986 0.1 0.1 -0.1
H 2.798947 -3.093718 -3.960986 0.1 -0.1 -0.1
H 1.793347 -4.287518 -2.048486 0.1 -0.1 0.1
H -0.099553 -3.284418 -0.835286 0.0 -0.1 0.1
H -1.885353 -3.355918 -2.738586 0.0 0.0 0.0
H -3.754253 -4.904518 -3.020086 0.0 -0.1 0.0
H -5.835253 -4.593718 -1.737686 -0.1 -0.1 0.0
H -6.034553 -2.722718 -0.139486 -0.1 0.1 0.1
H -4.156253 -1.156618 0.164214 0.0 0.1 0.1
O 0.912647 0.826282 -0.981486 -1.8 0.2 0.6
S 2.335047 0.848282 -1.458586 1.4 0.0 0.8
C 3.125247 -0.592718 -0.679286 -0.3 0.2 -0.3
C 4.429347 -0.913618 -1.017786 0.0 0.1 0.0
C 5.015047 -2.034418 -0.452986 0.0 0.0 -0.1
C 4.285847 -2.835218 0.411214 -0.1 0.0 0.1
C 2.971947 -2.521118 0.721614 0.1 0.0 -0.1
C 2.384147 -1.397918 0.168214 -0.2 0.3 0.0
C 3.089147 2.228282 -0.525986 -0.3 -0.2 -0.3
C 2.231747 3.059782 0.175114 -0.2 -0.2 -0.1
C 2.733647 4.179982 0.811314 0.1 0.0 -0.1
C 4.085347 4.471282 0.725614 0.0 0.0 0.1
C 4.938847 3.632782 0.026914 0.0 0.0 -0.1
C 4.442447 2.510382 -0.616486 0.0 -0.1 0.0
H 4.980547 -0.306518 -1.717486 0.1 0.1 -0.1
H 6.034847 -2.288218 -0.694086 0.1 0.0 -0.1
H 4.743847 -3.711318 0.839114 0.1 -0.1 0.1
H 2.402847 -3.149418 1.388614 -0.1 -0.1 0.1
H 1.353847 -1.139018 0.401814 0.2 -0.1 0.0
H 1.177447 2.815182 0.236614 0.1 0.1 0.0
H 2.069947 4.828582 1.361114 -0.1 0.1 0.1
H 4.471147 5.357382 1.200814 0.1 0.1 0.1
H 5.991447 3.857482 -0.034286 0.1 0.0 0.0
H 5.112147 1.876682 -1.173886 0.1 -0.1 -0.1

***

58
Properties=species:S:1:pos:R:3:forces:R:3 method="wB97M-V/def2-TZVPD" lumo_energy_ha=0.159 charge=-2 e_homo_ev=-1.13 orbital_gap_ev=5.451
Mg -0.282348 0.011273 0.238106 0.1 0.4 0.5
O -2.064041 2.206598 -2.763591 0.0 0.0 0.0
As -2.798733 1.044546 -1.665841 0.1 0.0 0.0
O -4.416146 1.307810 -1.625607 -0.1 0.0 0.0
O -2.013700 1.074492 -0.196958 0.2 -0.1 -0.1
C -2.516859 -0.715958 -2.467104 -0.1 0.0 0.0
C -3.677047 -1.484107 -2.531884 0.0 0.0 0.0
C -3.638600 -2.805726 -2.949818 0.0 0.0 0.0
C -2.426426 -3.380387 -3.303465 0.0 0.0 0.0
C -1.266170 -2.624364 -3.253485 0.0 0.0 0.0
C -1.308403 -1.296249 -2.846369 0.0 0.0 0.0
S 0.244841 -0.401920 -2.913732 0.3 0.4 -0.1
O 0.194500 0.372315 -4.139340 -0.1 0.0 0.0
O 1.273709 -1.410329 -2.850459 0.0 0.0 0.0
O 0.223758 0.518168 -1.740215 -0.2 -0.6 -0.1
H -1.111358 2.019787 -2.790781 0.0 0.0 -0.1
H -4.609941 -1.015676 -2.240194 0.0 0.0 0.0
H -4.552252 -3.387995 -2.985711 0.0 0.0 0.0
H -2.379241 -4.418684 -3.610547 0.0 0.0 0.0
H -0.306770 -3.052778 -3.508776 0.0 0.0 0.0
N -1.699628 -1.705747 0.686453 -0.1 -0.1 -0.2
C -2.586732 -1.315931 1.317502 0.1 -0.1 0.2
N -3.637099 -0.943101 2.028951 0.0 0.0 -0.1
C -3.610593 -1.217615 3.468727 0.0 0.0 0.0
C -5.040591 -1.156047 3.966674 0.0 0.0 0.0
O -5.638000 0.099921 3.700112 0.0 0.0 0.0
C -5.629582 0.379801 2.302155 0.0 0.0 0.0
C -4.233463 0.368822 1.720599 -0.1 0.0 0.0
H -2.976206 -0.477648 3.962838 0.0 0.0 0.0
H -3.189497 -2.210028 3.631977 0.0 0.0 0.0
H -5.069737 -1.293727 5.048219 0.0 0.0 0.0
H -5.631631 -1.952303 3.490057 0.0 0.0 0.0
H -6.075144 1.365687 2.179540 0.0 0.0 0.0
H -6.252607 -0.359440 1.780050 0.0 0.0 0.0
H -3.609006 1.152779 2.156749 0.0 0.0 0.0
H -4.262611 0.519029 0.641447 -0.1 0.0 0.1
C 0.504850 2.153999 2.810715 0.0 0.0 0.1
C -0.353873 0.965900 2.320571 0.0 -0.1 -0.2
O -1.114457 0.518478 3.193049 0.0 0.0 0.0
H -0.161208 3.020211 2.897616 0.0 0.0 0.0
H 1.311235 2.396529 2.116183 0.0 0.0 0.0
H 0.915885 1.934396 3.803068 0.0 0.0 0.0
F 6.593926 -2.873394 6.194354 0.0 0.0 0.0
C 6.952213 -2.814459 4.883147 0.0 0.0 0.0
F 7.445098 -4.047995 4.600593 0.0 0.0 0.0
F 8.001510 -1.966242 4.827113 0.0 0.0 0.0
C 5.832849 -2.422711 3.989498 0.0 0.0 0.0
C 5.787723 -1.168557 3.390778 0.0 0.0 0.0
C 4.718916 -0.817908 2.587625 0.0 0.0 0.0
C 3.653034 -1.705437 2.354734 0.1 0.0 0.0
C 3.721761 -2.969776 2.974608 0.0 0.0 0.0
C 4.787401 -3.320063 3.775398 0.0 0.0 0.0
C 2.554863 -1.345623 1.538767 -0.1 -0.1 -0.1
C 1.581261 -1.045335 0.852169 0.0 0.1 0.0
H 6.593703 -0.464735 3.552749 0.0 0.0 0.0
H 4.683231 0.157913 2.122584 0.0 0.0 0.0
H 2.909625 -3.664194 2.807055 0.0 0.0 0.0
H 4.816099 -4.298810 4.239843 0.0 0.0 0.0

***

Computed values of relative energy (zero: lowest compared OMol25 entry of this formula, charge and spin) (unit: kJ/mol) for the preceding records, in sequence: 61.2 491.3 7.6.